1.
Below is a molecular structure, C38H55NO2P2Sm, with properties calculated with ωB97M-V/def2-TZVPD.

The geometry in XYZ format:
```
99
C38H55NO2P2Sm, DFT ωB97M-V/def2-TZVPD
Sm -0.17734 -0.64154 0.42754
C 1.14056 0.44712 -2.00691
C -0.12510 1.12178 -1.98278
C 1.19636 2.00063 -0.30492
C 1.97071 1.03305 -1.00440
C -0.09663 2.04980 -0.89365
C 1.62164 -0.53548 -3.00533
H 0.80878 -0.92628 -3.63154
H 2.09822 -1.39989 -2.51532
H 2.37765 -0.09362 -3.67847
C 3.42621 0.82276 -0.89471
H 3.85198 0.40597 -1.81533
H 3.64782 0.09389 -0.09516
H 3.96013 1.75610 -0.66879
C 1.71226 2.93792 0.71176
H 2.23084 3.79864 0.26126
H 2.43488 2.43356 1.35151
H 0.92900 3.32954 1.36639
C -1.12359 3.07136 -0.56526
H -0.79219 4.08423 -0.85026
H -1.32980 3.08928 0.51643
H -2.07172 2.87708 -1.08415
C -1.12465 1.13252 -3.07973
H -0.93200 1.95934 -3.78603
H -2.14205 1.27064 -2.69795
H -1.10108 0.20918 -3.66484
C -3.53939 -4.54062 -0.19318
C -3.23218 -4.37942 -1.49987
C -4.25668 -4.10246 -2.55835
C -5.32445 -3.06031 -2.15948
C -4.84128 -2.00340 -1.22612
C -5.12776 -2.02439 0.09621
C -5.48406 -3.26007 0.87332
C -4.95114 -4.58854 0.29900
H -4.79854 -5.02613 -2.83371
H -6.22213 -3.56459 -1.78798
H -3.74852 -3.77218 -3.47983
H -5.64565 -4.98719 -0.45018
H -2.78922 -4.84682 0.54476
H -2.29084 -4.73841 -1.93245
H -4.98964 -5.30920 1.12652
H -5.13130 -3.14722 1.91353
H -5.34422 -1.12373 0.68528
H -6.58257 -3.35319 0.93858
H -5.64755 -2.56870 -3.08484
H -4.46006 -1.10379 -1.71757
P -0.84328 -2.98718 -0.63417
C -0.38961 -4.71029 -0.31454
C -1.40798 -2.43018 -2.29824
P -2.76151 -0.45060 1.29069
C -2.22028 -2.20796 0.51621
C -3.48407 0.51110 -0.09409
C -3.86904 -0.63646 2.69354
H 0.06801 -4.75497 0.68681
H 0.38199 -5.00440 -1.04628
H -1.20570 -5.44070 -0.35374
H -2.50102 -2.48069 -2.41067
H -0.93433 -3.07440 -3.05595
H -1.11399 -1.39172 -2.50603
H -4.58473 -1.45774 2.60843
H -4.41649 0.29931 2.86403
H -3.24513 -0.82168 3.57921
H -2.40589 -2.92882 1.32433
H -2.99978 -2.34387 -0.23276
H -3.31116 1.57998 0.09547
H -4.56309 0.36387 -0.21058
H -3.01480 0.26629 -1.05829
C 3.60586 6.04984 3.71452
C 4.19348 4.97491 2.83548
C 4.79167 5.35921 1.63944
C 5.40539 4.42936 0.80636
C 5.35573 3.07725 1.14209
C 4.62873 2.66424 2.28111
N 4.22621 1.32052 2.30053
C 4.02573 0.49136 3.42423
C 4.94817 0.47583 4.48080
C 4.70362 -0.32064 5.60423
C 3.57202 -1.13677 5.66783
C 2.65907 -1.14172 4.60843
C 2.89993 -0.35883 3.47959
C 1.90400 -0.37406 2.34896
O 0.83887 0.34229 2.43542
O 2.07561 -1.13345 1.31627
C 4.10462 3.62088 3.19043
C 3.42520 3.20691 4.45182
H 2.54821 5.87343 3.95199
H 4.14357 6.15490 4.66666
H 3.66205 7.01895 3.20995
H 4.78864 6.42331 1.37504
H 5.90141 4.74401 -0.10582
H 5.85239 2.33231 0.52428
H 4.49660 0.79297 1.47217
H 5.81552 1.13607 4.41363
H 5.42412 -0.29609 6.42147
H 3.39606 -1.77953 6.53639
H 1.74258 -1.73091 4.61997
H 2.57279 2.54371 4.25960
H 4.11350 2.68802 5.12538
H 3.04834 4.07911 4.99150
```

The calculation puts the HOMO energy (alpha / beta) at -0.3398 / -0.3398 hartree. As for the relative energy (zero: lowest compared OMol25 entry of this formula, charge and spin): 353.9 kJ/mol. As for the spin multiplicity: 6. As for the net charge: +1. As for the electronic energy: -3026.56199 a.u. Its frontier orbital gap (alpha / beta) is 5.91 / 6.11 eV.

***

2.
Below is a molecular structure, C38H56BBiN6O8PS2Si2Te, with properties calculated with ωB97M-V/def2-TZVPD.

The geometry in XYZ format:
```
116
C38H56BBiN6O8PS2Si2Te, DFT ωB97M-V/def2-TZVPD
Bi 0.64679 -2.72747 -0.41948
O 1.03210 -4.46254 -4.61491
C 0.81108 -3.86598 -3.45700
O 1.70255 -3.70428 -2.63227
C -0.56351 -3.42157 -3.24689
C -1.63890 -3.75885 -4.22389
C -2.39982 -2.70770 -4.51996
C -2.04784 -1.52198 -3.68023
C -0.84807 -1.98391 -2.88640
N -0.91096 -2.96852 -1.89150
C 0.26508 0.14795 -2.01668
O 1.16415 1.18844 -2.39393
O 0.93626 -0.55210 -1.04954
H 1.95544 -4.75857 -4.68374
H -1.70962 -4.73440 -4.66466
H -3.23097 -2.70638 -5.20547
H -2.90380 -1.19621 -3.08438
H 0.66466 1.98665 -2.60671
C -3.07027 1.75163 -1.74858
C -1.86104 1.10046 -2.33635
N -0.94846 0.72965 -1.52726
C -0.01962 -0.77201 -3.22469
C -1.17545 -0.30119 -4.13428
N -1.77738 0.93583 -3.70920
C -2.78281 1.45886 -4.60857
N -2.75698 2.88755 -4.61629
N -3.88071 3.61225 -4.45263
N -3.61969 4.84506 -4.46392
C -2.27674 5.01893 -4.62957
C -1.48403 6.16458 -4.67275
C -0.12736 5.97827 -4.78435
C 0.44537 4.70253 -4.86766
C -0.31801 3.55774 -4.85283
C -1.68946 3.73117 -4.72140
H -2.98918 1.67370 -0.66811
H -3.97866 1.24886 -2.07922
H -3.15439 2.79988 -2.02901
H 0.93110 -0.97652 -3.71642
H -0.93341 -0.26297 -5.19751
H -3.80959 1.16577 -4.35349
H -2.55096 1.07596 -5.61021
H -1.92725 7.14484 -4.62736
H 0.52368 6.83573 -4.80506
H 1.51673 4.61773 -4.94915
H 0.12945 2.58020 -4.93990
O 1.75933 -0.25778 3.04081
B 2.17959 -0.60151 1.79265
O 2.42059 -1.94923 1.69425
C 2.13924 -2.46636 2.93593
C 2.25327 -3.76078 3.39533
C 1.96200 -3.96911 4.73508
C 1.57441 -2.92700 5.56942
C 1.44916 -1.62691 5.10159
C 1.74098 -1.41890 3.76963
H 2.56250 -4.55820 2.73987
H 2.04973 -4.96512 5.13783
H 1.36602 -3.13099 6.60910
H 1.15085 -0.81510 5.74446
C -0.43204 4.34400 -0.75651
Si 1.13632 3.86982 0.22101
C 2.68703 4.10052 -0.86406
C 1.29100 4.96930 1.77528
C 0.94879 2.04196 0.78525
Te 2.58755 0.81419 0.21355
C 4.02298 1.93941 1.39753
Si 5.06504 0.96237 2.67784
C 5.28302 -0.88442 2.22415
C 6.79438 1.75678 2.65222
C 4.28204 1.15561 4.40600
H -0.58839 5.41621 -0.72773
H -1.31606 3.87702 -0.33737
H -0.37168 4.06135 -1.80246
H 2.56314 4.90802 -1.57881
H 2.90545 3.18831 -1.41796
H 3.55611 4.34229 -0.26097
H 1.41754 6.00835 1.49134
H 2.14145 4.70246 2.39516
H 0.40632 4.91760 2.40092
H 0.07703 1.56648 0.33882
H 0.88084 1.95143 1.86803
H 3.51537 2.76769 1.88521
H 4.70523 2.36930 0.66365
H 6.32863 -1.17425 2.27535
H 4.93793 -1.10103 1.21399
H 4.74292 -1.52970 2.91210
H 7.31404 1.55250 1.72077
H 7.40374 1.36353 3.45864
H 6.74199 2.83345 2.77468
H 3.22947 0.89702 4.41783
H 4.37146 2.17645 4.76447
H 4.78760 0.51584 5.12264
C -2.74290 -2.23789 5.06799
C -1.80751 -3.36898 4.67590
C -2.49978 -4.71378 4.55827
O -1.11183 -3.01075 3.45724
P -1.54811 -3.09079 1.94716
S -0.66012 -4.66645 1.04381
S -0.93023 -1.34769 1.05462
O -3.13241 -3.11717 1.95394
C -3.93572 -2.67462 0.83060
C -5.36585 -2.60991 1.34414
C -3.77526 -3.59647 -0.36734
H -3.16946 -2.42721 6.04924
H -3.54485 -2.14350 4.34086
H -2.18975 -1.30290 5.09896
H -0.98478 -3.44299 5.39739
H -3.32801 -4.65806 3.85727
H -2.87906 -5.01160 5.53282
H -1.79217 -5.46269 4.21014
H -3.58703 -1.66738 0.56987
H -5.70005 -3.59000 1.67203
H -6.02329 -2.26368 0.55192
H -5.42929 -1.91856 2.18021
H -3.87269 -4.63629 -0.06661
H -2.80170 -3.45955 -0.83968
H -4.55156 -3.37102 -1.09386
```

The calculation puts the HOMO energy at -0.4026 hartree. As for the relative energy (zero: lowest compared OMol25 entry of this formula, charge and spin): 345.2 kJ/mol. As for the net charge: +1. As for the electronic energy: -4636.27720 a.u. Its frontier orbital gap is 8.94 eV.

***

3.
Below is a molecular structure, C38H56F4N4Si4Sn, with properties calculated with ωB97M-V/def2-TZVPD.

The geometry in XYZ format:
```
107
C38H56F4N4Si4Sn, DFT ωB97M-V/def2-TZVPD
Sn 0.24633 -0.24794 0.63635
C 1.25542 -1.77792 2.40898
C 1.57876 -2.44993 1.19119
C 0.33913 -2.91829 0.64804
C -0.69314 -2.48430 1.53578
C -0.13831 -1.81844 2.64578
C -0.86568 -1.41109 3.90918
C -1.18492 -2.70009 4.68720
C -2.17399 -0.68844 3.57247
C 0.01103 -0.49386 4.76641
C -0.01311 -3.81732 -0.53869
C -1.46470 -4.30763 -0.41881
C 0.08888 -3.03958 -1.85880
C 0.86396 -5.07992 -0.57464
C 3.05307 -2.57847 0.78345
C 3.87288 -1.42864 1.40129
C 3.30377 -2.49024 -0.72816
C 3.62676 -3.89693 1.33362
H 1.97610 -1.42123 3.12790
H -1.73625 -2.75374 1.46906
H -1.85501 -3.34519 4.11539
H -1.67025 -2.45554 5.63370
H -0.27386 -3.26168 4.90377
H -2.83725 -1.31300 2.97033
H -1.97189 0.22910 3.01703
H -2.70602 -0.42310 4.48707
H 0.86129 -1.03099 5.19034
H -0.57087 -0.09032 5.59545
H 0.39139 0.34417 4.17271
H -2.18546 -3.48903 -0.49009
H -1.63216 -4.84590 0.51593
H -1.67040 -5.00158 -1.23511
H -0.65943 -2.23712 -1.87173
H -0.10369 -3.70262 -2.70615
H 1.06915 -2.59557 -1.98917
H 0.87055 -5.56099 0.40557
H 1.89022 -4.88079 -0.86394
H 0.45359 -5.79079 -1.29317
H 3.42757 -0.45373 1.18543
H 4.87624 -1.43467 0.97593
H 3.98562 -1.52840 2.48176
H 2.93030 -1.53896 -1.12367
H 2.85556 -3.30621 -1.28474
H 4.37724 -2.52872 -0.91747
H 3.48953 -3.95515 2.41527
H 4.69609 -3.94558 1.12152
H 3.15032 -4.76598 0.88451
F -1.50686 5.58138 4.66339
C -0.33884 5.07184 4.31793
C 0.77634 5.58718 4.85817
F 0.66279 6.57508 5.71516
C 2.10600 5.10113 4.52725
C 2.12984 3.98893 3.59187
C 1.00706 3.48605 3.06066
F 1.12043 2.44514 2.22221
C -0.30802 3.98825 3.36049
C -1.44304 3.47547 2.78865
C -1.40562 2.48155 1.76646
N -1.38658 1.66357 0.95659
C -2.77859 3.87858 3.12809
N -3.88036 4.14102 3.32515
F 3.27883 3.44544 3.25405
C 3.23609 5.64325 5.04628
C 4.55269 5.18130 4.70512
N 5.62348 4.85606 4.44625
C 3.23928 6.74189 5.96824
N 3.31751 7.62483 6.69928
C -2.84580 -2.82538 -3.75385
Si -3.10781 -0.99171 -3.62322
C -4.21393 -0.59202 -2.17239
C -3.63589 -0.24914 -5.25811
Si -1.17078 0.37862 -3.30468
Si 1.05698 0.18103 -4.17342
C 0.84198 1.20248 -5.72604
C 2.20655 0.98910 -2.93074
C 1.71748 -1.51324 -4.56500
Si -1.74260 2.67150 -2.81137
C -2.06817 3.44187 -4.48011
C -3.24777 2.80418 -1.72077
C -0.26538 3.43352 -1.94896
H -3.71957 -3.27108 -4.23759
H -2.73263 -3.28943 -2.77463
H -1.97319 -3.08275 -4.35866
H -5.00432 -1.34269 -2.08524
H -4.69487 0.38043 -2.28264
H -3.65828 -0.58543 -1.23062
H -4.52306 -0.76878 -5.63276
H -2.85336 -0.35582 -6.01534
H -3.88676 0.81112 -5.17535
H 0.63025 2.24925 -5.50082
H 0.03051 0.81829 -6.35136
H 1.75619 1.16834 -6.32465
H 2.15657 2.07771 -2.97052
H 3.23858 0.69631 -3.14081
H 1.98093 0.68306 -1.90781
H 0.96972 -2.17212 -5.01356
H 2.11726 -2.00628 -3.68065
H 2.53344 -1.40385 -5.28431
H -2.89014 2.94129 -4.99709
H -1.19781 3.42000 -5.13731
H -2.35687 4.48825 -4.34648
H -4.16142 2.56377 -2.26752
H -3.34492 3.83528 -1.36840
H -3.19144 2.15566 -0.84616
H 0.56188 3.60891 -2.63923
H 0.09723 2.80281 -1.13446
H -0.54559 4.40138 -1.52269
```

The calculation puts the HOMO energy (alpha / beta) at -0.5092 / -0.5092 hartree. As for the relative energy (zero: lowest compared OMol25 entry of this formula, charge and spin): 0.0 kJ/mol. As for the net charge: +2. As for the electronic energy: -3471.72729 a.u. Its frontier orbital gap (alpha / beta) is 6.09 / 6.09 eV.

***

4.
Below is a molecular structure, C38H57As2CsN6S3Si2, with properties calculated with ωB97M-V/def2-TZVPD.

The geometry in XYZ format:
```
109
C38H57As2CsN6S3Si2, DFT ωB97M-V/def2-TZVPD
Cs 0.05515 0.35445 2.10556
C -1.41099 -3.61690 5.16911
C -0.70555 -2.93930 4.03455
N -1.38415 -1.94108 3.30370
N -2.69758 -1.89119 3.51623
C -3.56324 -1.14967 2.85954
N -4.87376 -1.16193 3.44816
S -3.18527 -0.17812 1.49565
C 0.58913 -3.23718 3.68399
C 1.38371 -4.28912 4.30893
C 2.63483 -4.58090 3.86670
C 3.21161 -3.85463 2.79209
C 2.42600 -2.84120 2.26703
N 1.20048 -2.50626 2.64527
H -1.85416 -2.88565 5.86584
H -2.23309 -4.28198 4.84908
H -0.73126 -4.22387 5.76035
H -3.11072 -2.42268 4.27927
H -4.97641 -0.35289 4.05775
H -5.53557 -1.01455 2.69467
H 0.97136 -4.87506 5.12028
H 3.19142 -5.38184 4.34688
H 4.20459 -4.04993 2.41135
H 2.84330 -2.23625 1.45630
S 1.35371 3.47278 2.19709
C 0.15018 4.72134 2.37037
C 0.27305 5.72957 3.34525
C -0.67631 6.72472 3.48614
C -1.79603 6.75745 2.65968
C -1.93815 5.77806 1.68720
C -0.98506 4.77658 1.53061
As -1.12705 3.35581 0.19743
C -2.86061 3.84808 -0.60115
C -3.95540 3.05069 -0.27587
C -5.21148 3.32831 -0.80429
C -5.38583 4.39855 -1.66872
C -4.29784 5.19681 -2.00318
C -3.04561 4.92150 -1.47187
C 0.00417 4.14610 -1.20350
C -0.05589 3.59847 -2.48431
C 0.77210 4.06128 -3.49884
C 1.68936 5.07090 -3.23838
C 1.75922 5.61945 -1.96449
C 0.91981 5.16400 -0.95464
H 1.14077 5.70257 3.99297
H -0.54605 7.48164 4.25260
H -2.54741 7.52965 2.77296
H -2.81002 5.79195 1.04427
H -3.83554 2.20125 0.39087
H -6.04844 2.69220 -0.54257
H -6.36355 4.60954 -2.08628
H -4.42519 6.03530 -2.67850
H -2.20265 5.55041 -1.73538
H -0.76137 2.79963 -2.69237
H 0.70584 3.62990 -4.49166
H 2.34606 5.42594 -4.02409
H 2.47519 6.40504 -1.75144
H 0.98922 5.58996 0.03841
C 2.45191 -2.99673 -3.00096
Si 1.18139 -4.20011 -2.31848
C 1.89350 -5.00826 -0.79136
C 0.87949 -5.52951 -3.62161
As -0.80517 -2.97971 -2.02906
Si -1.95085 -4.36604 -0.50390
C -3.69267 -3.69544 -0.36385
C -1.19703 -4.46427 1.18411
C -2.03210 -6.06920 -1.31974
H 3.33159 -3.53688 -3.36451
H 2.80373 -2.32498 -2.21265
H 2.04370 -2.40522 -3.82531
H 2.88592 -5.41011 -1.02180
H 1.27230 -5.83201 -0.43332
H 2.01689 -4.30169 0.03441
H 1.80466 -6.07765 -3.82296
H 0.53249 -5.08588 -4.55769
H 0.12549 -6.24718 -3.29055
H -3.67114 -2.68055 0.04612
H -4.27821 -4.31979 0.31925
H -4.19627 -3.67384 -1.33330
H -1.17694 -3.46964 1.64445
H -0.17546 -4.84489 1.20200
H -1.81257 -5.10812 1.82294
H -2.35910 -6.00191 -2.36057
H -2.74237 -6.70426 -0.78169
H -1.05895 -6.56557 -1.29709
C 2.36155 0.94382 -4.49410
C 2.41314 0.60452 -3.01570
N 3.79629 0.32758 -2.61294
C 4.21548 0.23274 -1.31304
S 5.24411 -1.01920 -0.84968
N 3.79960 1.16715 -0.44804
C 3.40181 2.54203 -0.77132
C 4.21502 3.52269 0.05716
H 1.32639 1.06974 -4.81752
H 2.80402 0.13956 -5.08705
H 2.90810 1.86570 -4.70046
H 1.79426 -0.27693 -2.82303
H 1.99946 1.41900 -2.43023
H 4.20990 -0.42034 -3.15224
H 4.10545 1.00429 0.49923
H 2.34009 2.69280 -0.56382
H 3.59257 2.70848 -1.83042
H 4.01042 3.39074 1.12006
H 3.90945 4.54037 -0.19024
H 5.28265 3.40820 -0.14193
C -0.07970 -1.59822 -0.80024
H 0.48436 -0.89666 -1.41272
H 0.55469 -2.00844 -0.01189
H -0.91639 -1.06785 -0.34532
```

The calculation puts the HOMO energy at 0.0269 hartree. As for the relative energy (zero: lowest compared OMol25 entry of this formula, charge and spin): 25.2 kJ/mol. As for the net charge: -2. As for the electronic energy: -8076.06622 a.u. Its frontier orbital gap is 2.95 eV.